The following is a DFT calculation (ωB97M-V/def2-TZVPD) of a cluster of 2 separate species, C11H13O2P in total at a distorted geometry.

Output
ΔE to the lowest compared entry with this formula, charge and spin in eV: 1.854
Highest occupied orbital energy in eV: -8.9709
Total charge: 0
Gap between HOMO and LUMO in eV: 8.08
DFT total energy in eV: -24998.262

Each atom is followed by the atoms it is bonded to, with distances in Å.
Element x y z (Å)
1 O 1.16 2.34 1.63  P2 1.473
2 P 1.41 2.10 0.20  O1 1.473, C3 1.886
3 C 2.10 0.34 0.13  P2 1.886, C4 1.424, C8 1.363
4 C 2.70 0.04 -1.13  C3 1.424, C5 1.418, H9 1.108
5 C 3.13 -1.29 -1.33  C4 1.418, C6 1.396, H10 1.124
6 C 3.09 -2.19 -0.27  C5 1.396, C7 1.383, H11 1.094
7 C 2.54 -1.81 0.95  C6 1.383, C8 1.380, H12 1.102
8 C 2.07 -0.53 1.17  C3 1.363, C7 1.380, H13 1.196
9 H 2.78 0.92 -1.80  C4 1.108
10 H 3.66 -1.61 -2.27  C5 1.124
11 H 3.63 -3.13 -0.44  C6 1.094
12 H 2.63 -2.39 1.88  C7 1.102
13 H 1.76 -0.21 2.28  C8 1.196
14 C -1.59 -0.96 1.36  C15 1.371, H20 1.045, H21 1.059
15 C -2.16 -1.23 0.14  C14 1.371, O16 1.408, H22 1.048
16 O -2.18 -0.38 -0.98  C15 1.408, C17 1.435
17 C -1.47 0.87 -0.91  O16 1.435, C18 1.298, H23 1.083
18 C -2.12 1.94 -0.60  C17 1.298, C19 1.554, H24 1.093
19 C -3.67 1.87 -0.52  C18 1.554, H25 1.068, H26 1.008, H27 1.110
20 H -1.10 -0.05 1.52  C14 1.045
21 H -1.59 -1.54 2.24  C14 1.059
22 H -2.66 -2.13 -0.05  C15 1.048
23 H -0.38 0.83 -0.91  C17 1.083
24 H -1.47 2.82 -0.61  C18 1.093
25 H -4.14 2.67 0.01  C19 1.068
26 H -3.98 0.99 -0.14  C19 1.008
27 H -4.13 1.72 -1.52  C19 1.110

Atomic partial charges in e from the Löwdin method, atoms 1 to 6:
1 O -0.4739
2 P 0.9163
3 C -0.4376
4 C -0.1105
5 C -0.0841
6 C -0.0887